# 1
C13H18Cl3N3O2 | ωB97M-V/def2-TZVPD

Geometry as XYZ:
```
39
Properties=species:S:1:pos:R:3:forces:R:3
C 0.630563 3.897142 -3.991039 0.0 -0.4 -0.3
N -0.164326 2.686183 -4.263269 -0.1 0.4 0.2
C -0.084159 1.725678 -3.188663 0.2 0.2 0.2
O -1.332813 1.029998 -3.144111 0.1 -0.3 0.0
C -1.227045 -0.291591 -2.789884 0.0 0.1 -0.3
O -1.638440 -1.160609 -3.491690 0.0 0.0 0.2
C -0.569196 -0.524146 -1.463049 0.3 0.0 -0.2
C 0.538431 -1.363350 -1.367926 -0.2 0.2 0.1
C 1.139848 -1.515975 -0.149656 0.1 -0.3 -0.6
N 0.701492 -0.882602 0.944689 0.1 0.5 0.1
C 1.428908 -1.035830 2.243993 0.6 0.3 0.3
N 2.589023 -1.849616 2.123555 -0.4 -0.2 0.4
C 2.517909 -3.203368 2.696583 0.2 0.0 -0.6
C -0.409352 -0.123499 0.894681 -0.9 -0.1 -0.1
C -0.860942 0.669982 2.071058 0.7 0.3 0.4
Cl 0.297439 1.974488 2.357889 0.0 0.0 -0.2
C -1.948003 0.603164 2.849353 0.0 -0.2 -0.4
C -3.093235 -0.362789 2.765567 -0.2 0.6 0.5
Cl -2.117586 1.778710 4.110887 0.0 0.0 0.1
C -1.050766 0.073000 -0.325386 0.2 0.3 -0.1
H 0.035062 4.685521 -3.524157 0.1 0.0 0.1
H 1.049531 4.275049 -4.923465 0.0 0.1 0.0
H 1.468974 3.638384 -3.344112 0.0 0.1 0.0
H -1.132655 2.965985 -4.355830 -0.1 -0.2 -0.1
H 0.730691 1.016879 -3.377269 0.0 0.0 -0.1
H 0.127008 2.203456 -2.218423 -0.2 0.0 0.1
H 0.947535 -1.869853 -2.229901 -0.1 0.0 0.0
H 2.009669 -2.146016 -0.061558 0.0 0.1 0.4
H 1.734035 -0.032298 2.530320 -0.1 0.0 -0.1
H 0.713008 -1.378294 2.993666 -0.2 -0.2 -0.2
H 3.415057 -1.354558 2.409940 0.0 0.0 0.0
H 3.347605 -3.360195 3.384029 -0.1 0.0 0.1
H 1.562295 -3.373100 3.190140 0.0 0.0 0.1
H 2.607592 -3.945186 1.899212 0.0 -0.1 0.1
H -3.879196 -0.004603 3.430820 0.1 0.0 0.0
H -3.503503 -0.389815 1.761846 0.2 -0.4 -0.1
H -2.777853 -1.347876 3.094279 0.0 -0.1 -0.3
H -1.919403 0.713892 -0.375239 0.0 0.0 0.1
Cl -1.883202 -2.422339 0.832122 -0.1 -0.7 0.2
```
Positions in Å, forces in eV/Å.

Computed properties:
Energy above the lowest of the compared OMol25 structures with the same formula, charge and spin = 0.0 kcal/mol
2S+1 = 1
Frontier orbital gap = 0.25650 Eh
E_tot = -2201.416080 Ha
HOMO energy = -7.8 eV
E_LUMO = -0.7856 eV

These are the Löwdin partial charges, in e, on atoms 1 to 8:
1. C -0.114
2. N -0.085
3. C -0.244
4. O 0.011
5. C -0.428
6. O 0.196
7. C -0.146
8. C 0.026

***

# 2
C13H18F16NO3PS | ωB97M-V/def2-TZVPD

Geometry as XYZ:
```
53
Properties=species:S:1:pos:R:3:forces:R:3
F 0.637197 -4.250268 2.788878 0.0 0.5 0.2
C -0.323880 -4.611718 1.930297 0.0 -0.7 -0.2
F 0.293579 -5.285215 0.926723 -0.2 0.1 -0.2
C -1.103650 -3.424654 1.350646 0.1 1.0 0.1
F -0.297111 -2.639718 0.602164 0.2 -0.2 0.1
F -2.029972 -3.946634 0.496514 0.0 -0.3 0.2
C -1.883393 -2.525507 2.340992 -0.5 0.4 0.3
O -1.284053 -1.290258 2.768519 0.9 -0.6 0.0
C -0.390781 -1.255339 3.850562 -1.4 -0.5 -0.5
F -0.419383 -2.421640 4.513705 0.4 -0.2 0.0
F -0.874951 -0.331798 4.705381 0.3 0.3 0.0
C 1.019125 -0.832824 3.423465 0.5 0.5 -0.3
F 1.524558 -1.652589 2.480735 -0.2 -0.3 -0.1
F 1.868751 -0.875281 4.476955 -0.3 0.0 0.3
H -0.998397 -5.309400 2.435444 -0.1 0.1 0.0
H -2.764021 -2.193544 1.787910 0.2 0.0 -0.1
H -2.280636 -3.091311 3.184684 0.3 -0.1 0.1
H 1.014507 0.180783 3.016793 -0.2 0.0 0.1
F -2.895251 -0.770050 -4.557123 0.5 0.1 -0.2
C -3.146437 -1.176045 -3.305968 -0.7 -0.2 0.1
F -4.204965 -0.444488 -2.872515 0.1 0.0 0.3
C -1.960812 -0.984875 -2.351657 0.9 0.5 -0.1
F -1.679667 0.327014 -2.199303 -0.2 0.0 -0.2
F -2.373188 -1.428394 -1.128772 -0.2 -0.3 -0.1
C -0.646871 -1.743285 -2.668788 0.6 -0.3 0.1
O 0.407324 -1.029333 -3.340612 -0.9 0.4 -0.6
C 0.423601 -0.919298 -4.738232 0.0 -1.0 1.3
F -0.478960 -1.750016 -5.281216 -0.3 0.2 -0.3
F 1.628754 -1.372777 -5.134851 0.2 0.3 -0.2
C 0.274215 0.531654 -5.211367 0.2 0.6 -0.1
F -0.859551 1.094478 -4.757821 -0.2 -0.2 0.2
F 0.230144 0.579850 -6.562615 0.1 -0.3 -0.1
H -3.455392 -2.225153 -3.335366 0.1 0.0 0.1
H -0.209290 -1.978576 -1.697845 -0.1 0.2 0.0
H -0.833911 -2.713666 -3.130626 -0.2 0.2 -0.2
H 1.112805 1.138040 -4.862614 0.1 -0.2 0.1
C -0.453996 2.697267 2.854385 -0.5 -1.0 0.5
O 0.908524 2.328710 2.605985 -0.6 1.3 -0.5
C 1.740154 3.488628 2.397398 0.6 -0.7 0.1
C 2.612304 3.174222 1.125283 0.4 -0.3 1.2
N 3.099195 4.391936 0.426472 -0.9 -0.1 -0.8
P 2.221729 4.718870 -1.039840 1.1 -0.8 -1.2
S 2.329190 3.294069 -2.390241 -0.3 0.3 0.5
H -0.587658 2.836131 3.956047 -0.1 0.3 -0.8
H -1.090444 1.817981 2.577000 0.5 0.8 0.1
H -0.780487 3.584095 2.260981 0.3 -0.6 0.5
H 1.159096 4.435504 2.322293 0.2 -0.7 -0.3
H 2.363091 3.573733 3.326679 -0.2 0.2 -0.9
H 3.524177 2.648685 1.509740 -0.8 0.3 -0.5
H 2.101677 2.450518 0.448619 0.1 0.6 0.5
H 4.041313 4.154607 0.104899 -0.2 0.5 0.0
H 2.874991 5.857308 -1.619043 -0.5 -0.2 0.9
H 0.872800 5.106807 -0.782741 0.7 0.0 0.5
```
Positions in Å, forces in eV/Å.

Computed properties:
Energy above the lowest of the compared OMol25 structures with the same formula, charge and spin = 0.0 kcal/mol
2S+1 = 1
SMILES = FC(F)C(F)(F)COC(F)(F)C(F)F.FC(F)C(F)(F)COC(F)(F)C(F)F.COCCN[PH2]=S
Frontier orbital gap = 0.34543 Eh
E_tot = -3124.000767 Ha
HOMO energy = -8.9 eV
E_LUMO = 0.5345 eV

These are the Löwdin partial charges, in e, on atoms 1 to 8:
1. F 0.106
2. C -0.309
3. F 0.092
4. C -0.434
5. F 0.119
6. F 0.100
7. C -0.032
8. O 0.029

***

# 3
C13H18KO12 | ωB97M-V/def2-TZVPD

Geometry as XYZ:
```
44
Properties=species:S:1:pos:R:3:forces:R:3
K -1.650337 -1.071032 1.027343 0.1 0.0 0.0
C -3.042967 5.387568 -5.502967 -1.3 2.7 -2.7
C -3.713587 6.539908 -4.722717 1.1 -0.5 1.4
O -3.339237 6.139448 -3.352307 0.9 -1.6 -0.4
C -2.476477 5.012058 -3.438387 -0.3 -0.7 5.8
O -2.144817 4.299858 -2.441157 -1.4 3.3 -4.4
O -2.082247 4.853268 -4.669017 0.3 -1.5 -0.2
H -2.514427 5.810458 -6.357307 0.0 -0.1 -0.1
H -3.840127 4.780578 -5.932157 0.4 -1.1 0.6
H -4.797887 6.650708 -4.733517 0.1 -0.5 -0.3
H -3.279387 7.509448 -4.966727 0.2 0.0 0.3
C -1.414507 6.456028 7.098943 0.5 -0.5 -2.0
C -2.339137 5.315698 7.405323 -2.5 1.2 4.5
O -2.144407 4.261098 6.554673 -5.7 -1.6 1.6
C -1.070597 4.446878 6.012603 7.4 -1.3 -4.4
O -0.381687 3.596338 5.476273 -0.9 0.6 0.1
O -0.667017 5.706418 6.064083 1.3 2.6 0.8
H -0.818077 6.847108 7.923223 0.4 -0.9 0.0
H -1.796867 7.376468 6.657713 -0.5 -0.4 -0.4
H -3.391737 5.566958 7.535763 -0.1 0.1 -0.7
H -2.090757 4.906608 8.384633 0.2 0.2 0.3
C -6.712497 -8.712802 -1.740067 -1.7 -1.1 -0.3
C -6.344267 -9.447942 -0.461687 -0.8 -1.5 -0.7
O -5.450617 -8.582612 0.153453 1.7 2.4 0.8
C -5.058627 -7.589502 -0.742307 1.8 2.4 1.3
O -4.314557 -6.592692 -0.610677 -2.3 -3.9 0.6
O -5.668267 -7.834742 -1.864207 0.8 1.5 -2.3
H -7.647417 -8.153032 -1.714017 -0.1 0.1 0.5
H -6.802387 -9.317352 -2.642577 0.4 -0.3 0.2
H -5.846257 -10.393702 -0.675247 0.2 0.0 -0.1
H -7.181067 -9.705402 0.187613 0.0 0.4 0.1
C 9.115083 -2.689262 -2.340177 -0.3 0.0 0.4
C 8.509603 -2.340352 -0.977547 1.1 -1.3 -0.9
C 9.050813 -1.025792 -0.461087 0.4 -1.9 1.1
O 7.859893 -0.475812 0.136313 1.1 2.4 0.3
C 6.754433 -1.102782 -0.250387 -2.3 -1.4 1.7
O 5.604163 -0.980692 0.185583 3.2 0.6 -1.5
O 7.131133 -2.121182 -1.017067 -1.7 -0.6 -1.5
H 10.187093 -2.863642 -2.248027 0.2 0.7 0.2
H 8.859953 -1.821032 -2.947787 0.4 -0.3 -0.6
H 8.833363 -3.642502 -2.787477 -0.8 0.2 0.1
H 8.629733 -3.190082 -0.305517 0.3 0.1 0.3
H 9.690393 -0.537552 -1.196387 -1.2 1.2 -0.4
H 9.796573 -1.271422 0.294963 -0.4 0.3 0.6
```
Positions in Å, forces in eV/Å.

Computed properties:
2S+1 = 1
Charge = +1
Frontier orbital gap = 0.30444 Eh
E_tot = -2008.715021 Ha
HOMO energy = -12.0 eV
E_LUMO = -3.7637 eV

These are the Löwdin partial charges, in e, on atoms 1 to 8:
1. K 0.996
2. C -0.149
3. C -0.077
4. O 0.016
5. C -0.477
6. O 0.073
7. O 0.097
8. H 0.134

***

# 4
C13H18N2O4 | ωB97M-V/def2-TZVPD

Geometry as XYZ:
```
37
Properties=species:S:1:pos:R:3:forces:R:3
C -3.284582 -0.877097 1.567193 0.0 0.0 0.0
C -3.725308 -0.594432 0.138645 0.3 -0.2 0.2
O -4.865353 0.236528 0.180468 0.0 0.1 -0.6
C -2.594320 0.098962 -0.625051 -0.2 0.9 0.3
N -3.110504 0.488592 -1.954316 0.0 -1.3 0.6
C -1.390000 -0.840662 -0.762605 0.2 1.0 -0.6
O -1.456993 -1.701070 -1.612089 0.1 -0.6 0.1
N -0.219295 -0.638502 -0.060508 0.1 -0.5 -0.3
C 0.133777 0.564492 0.649218 -1.4 0.2 -0.4
C 1.392313 0.366168 1.483896 0.6 -0.3 0.4
C 2.579021 -0.017710 0.637621 0.3 0.0 -0.3
C 2.925789 -1.363485 0.488716 -1.5 0.6 1.3
C 3.966789 -1.731285 -0.301480 0.7 -0.3 -0.9
C 4.650505 -0.765968 -1.029443 0.4 -0.3 0.1
C 4.331428 0.575226 -0.863265 1.6 0.7 -1.3
C 3.314761 0.959179 -0.047187 -1.7 0.2 1.4
C 0.188671 1.778593 -0.343899 0.0 -2.0 0.3
O 0.007770 1.657431 -1.525316 0.3 0.7 0.8
O 0.480866 2.911094 0.280686 0.2 1.5 -2.0
H -2.928138 0.035199 2.073198 -0.3 -0.1 -0.2
H -4.100810 -1.299887 2.149915 0.0 0.0 0.0
H -2.458619 -1.586206 1.577668 0.0 -0.2 0.0
H -3.928839 -1.531353 -0.417984 -0.1 0.2 0.4
H -5.002295 0.533482 -0.744175 0.1 -0.1 0.5
H -2.358854 1.029070 -0.056654 -0.1 -0.6 -0.4
H -2.593394 1.262739 -2.289639 0.6 0.9 -0.4
H -2.878621 -0.290378 -2.577729 -0.3 0.2 0.1
H 0.545721 -1.091392 -0.556538 -0.1 0.0 0.3
H -0.711314 0.754261 1.338746 0.4 0.2 -0.1
H 1.220194 -0.457883 2.201472 -0.2 0.5 -0.2
H 1.644535 1.268848 2.072015 -0.3 -0.3 -0.3
H 2.305802 -2.084694 1.035189 0.5 0.0 -0.2
H 4.230959 -2.776170 -0.375999 0.1 0.0 -0.1
H 5.452680 -1.091850 -1.692910 -0.2 0.3 0.2
H 4.930684 1.356361 -1.376491 -0.5 -0.7 0.3
H 2.983844 1.995789 0.136984 0.6 -0.4 -0.4
H 0.321121 2.868008 1.201663 -0.1 -0.3 1.6
```
Positions in Å, forces in eV/Å.

Computed properties:
Energy above the lowest of the compared OMol25 structures with the same formula, charge and spin = 19.3 kcal/mol
2S+1 = 1
SMILES = C[C@@H](O)[C@H](N)C(=O)N[C@@H](Cc1ccccc1)C(=O)O
Frontier orbital gap = 0.35319 Eh
E_tot = -916.675598 Ha
HOMO energy = -9.5 eV
E_LUMO = 0.1398 eV

These are the Löwdin partial charges, in e, on atoms 1 to 8:
1. C -0.034
2. C -0.422
3. O -0.038
4. C -0.277
5. N 0.084
6. C -0.434
7. O 0.082
8. N 0.124

***

# 5
C13H18N4OS | ωB97M-V/def2-TZVPD

Geometry as XYZ:
```
37
Properties=species:S:1:pos:R:3:forces:R:3
C 3.808885 3.324844 1.421534 -5.4 -1.9 -7.8
C 3.518536 1.911422 0.759249 2.7 3.0 2.8
C 4.710650 1.183569 0.874491 -5.9 -6.7 -4.5
C 4.406820 -0.143692 0.225108 -1.0 -0.5 -2.1
C 5.462999 -1.394214 0.061396 -4.2 1.2 4.5
N 3.144353 -0.406860 -0.495231 5.7 -1.6 2.7
C 2.226085 0.471664 -0.266612 -1.8 -5.2 -4.2
S 0.679835 0.195949 -1.067369 0.9 -2.4 -0.2
C -0.163555 1.592952 -0.565115 1.3 4.4 -3.9
C -1.263110 1.743727 -1.738057 0.3 -3.4 8.6
O -1.284667 2.632716 -2.434613 0.5 5.5 -6.3
N -2.393800 1.063497 -1.395965 -1.4 -3.3 0.8
N -2.289991 0.140125 -0.271834 -4.7 -4.6 -1.7
C -3.241518 -0.995403 -0.228118 5.9 8.2 1.1
C -3.127246 -1.780971 1.101581 -0.1 -6.5 -10.1
C -4.428783 -2.426047 1.162508 -5.3 -0.2 -0.7
C -4.853492 -2.460118 -0.327675 -2.4 -3.7 -4.6
C -4.425489 -1.222111 -1.093154 5.4 -3.2 -0.5
N 2.333718 1.540814 0.280607 2.1 7.9 4.9
H 2.944483 3.909402 1.360689 -1.0 1.2 0.6
H 4.566083 3.683742 0.832131 1.5 1.5 -2.1
H 4.296599 3.172200 2.192392 3.5 -1.3 8.3
H 5.704448 1.148087 1.055802 2.8 1.6 1.4
H 4.897701 -2.196491 -0.359718 0.0 -0.5 -0.4
H 6.343939 -1.191179 -0.350920 3.2 1.3 -2.7
H 5.872328 -1.704819 1.086808 -1.2 0.3 -0.9
H -0.552596 1.629684 0.423324 -0.3 0.0 0.6
H 0.566622 2.577334 -0.858137 -2.2 -2.7 1.3
H -3.031529 0.885366 -2.180806 0.0 0.0 0.6
H -2.836777 -1.282898 1.816587 3.2 5.1 7.2
H -2.352781 -2.660329 0.791834 -1.3 2.0 1.1
H -4.528058 -3.483871 1.542901 0.2 1.4 0.1
H -5.292543 -1.723838 1.543921 1.8 -1.3 0.4
H -5.883299 -2.843129 -0.838758 1.4 1.1 2.5
H -4.329277 -3.241953 -0.879898 0.9 -0.5 0.6
H -4.109784 -1.101513 -2.205571 -0.7 -1.4 1.6
H -5.095790 -0.547658 -0.975314 -4.3 5.0 1.0
```
Positions in Å, forces in eV/Å.

Computed properties:
Energy above the lowest of the compared OMol25 structures with the same formula, charge and spin = 237.6 kcal/mol
2S+1 = 1
SMILES = Cc1cc(C)nc(SCC(=O)NN=C2CCCC2)n1
Frontier orbital gap = 0.32337 Eh
E_tot = -1198.273686 Ha
HOMO energy = -8.2 eV
E_LUMO = 0.6295 eV

These are the Löwdin partial charges, in e, on atoms 1 to 8:
1. C 0.023
2. C -0.222
3. C 0.045
4. C -0.092
5. C -0.015
6. N 0.092
7. C -0.792
8. S 0.986

***

# 6
C13H18NO7 | ωB97M-V/def2-TZVPD

Geometry as XYZ:
```
39
Properties=species:S:1:pos:R:3:forces:R:3
C 3.337653 -0.999010 -1.490320 -0.2 -0.2 -0.1
C 2.029657 -1.641034 -1.916526 0.0 0.5 -0.2
O 1.837988 -1.567607 -3.325048 0.0 -0.1 0.1
C 0.817144 -1.037782 -1.225621 -0.3 -0.4 0.4
O 0.936728 0.378300 -1.262149 0.2 0.4 -0.4
O -0.231109 0.950219 -0.654103 -0.4 -0.5 0.3
C -1.133630 1.211532 -1.662745 0.3 -0.2 0.5
O -1.002567 2.086156 -2.434972 0.1 0.7 -0.9
C -2.340562 0.323436 -1.658659 -0.2 -0.2 0.4
C -3.112935 0.235714 -2.810031 -0.4 -0.3 0.2
C -4.233169 -0.577486 -2.794539 0.6 0.4 0.0
N -4.553126 -1.240119 -1.670670 0.0 0.0 0.0
C -3.835894 -1.164817 -0.538668 0.6 0.4 0.0
C -2.694903 -0.378863 -0.508857 -0.5 -0.3 -0.4
H 3.531955 -1.212410 -0.444062 0.1 0.1 0.2
H 3.296516 0.073453 -1.652711 0.1 0.2 0.1
H 4.152088 -1.404440 -2.079261 0.1 -0.1 -0.1
H 2.010054 -2.692606 -1.646320 0.1 -0.2 -0.1
H 2.230754 -0.747687 -3.639610 0.0 0.0 -0.1
H 0.721558 -1.368625 -0.189094 0.2 0.0 0.1
H -0.057719 -1.385170 -1.778171 -0.1 0.1 -0.1
H -2.835982 0.786139 -3.693202 0.0 0.1 -0.1
H -4.869368 -0.706425 -3.651959 -0.2 -0.1 -0.1
H -5.378019 -1.827992 -1.677421 0.0 0.0 0.0
H -4.166995 -1.732315 0.313690 -0.2 -0.1 0.0
H -2.092510 -0.325551 0.380281 0.1 0.0 0.2
C 1.342997 2.896233 3.648623 0.1 0.0 0.2
C 1.706825 1.531493 3.122801 -0.1 0.2 0.1
C 0.538753 0.649469 2.741546 -0.1 -0.1 -0.1
O 1.058340 -0.665923 2.960987 -0.1 0.0 -0.1
C 2.034067 -0.572922 3.909901 0.1 0.1 0.1
O 2.539810 -1.500107 4.443189 0.0 0.0 0.0
O 2.332168 0.728238 4.140637 0.0 -0.1 -0.1
H 0.730179 2.810846 4.546600 -0.1 0.0 0.0
H 2.238162 3.457102 3.912778 0.0 0.0 -0.1
H 0.793510 3.459459 2.894017 0.0 0.0 0.0
H 2.412070 1.615943 2.290943 0.0 0.0 0.0
H 0.235193 0.757166 1.703433 0.1 -0.1 0.0
H -0.325678 0.798010 3.395302 0.0 0.1 0.1
```
Positions in Å, forces in eV/Å.

Computed properties:
Energy above the lowest of the compared OMol25 structures with the same formula, charge and spin = 0.0 kcal/mol
2S+1 = 1
Charge = +1
Frontier orbital gap = 0.26835 Eh
E_tot = -1087.262541 Ha
HOMO energy = -12.9 eV
E_LUMO = -5.6162 eV

These are the Löwdin partial charges, in e, on atoms 1 to 8:
1. C -0.021
2. C -0.397
3. O -0.018
4. C -0.144
5. O -0.041
6. O -0.014
7. C -0.403
8. O 0.247